# 1
{"formula": "C3H4N2OS", "method": "the ωB97M-V functional and the def2-TZVPD basis", "elements": ["H", "N", "C", "N", "C", "O", "C", "S", "H", "H", "H"], "positions_angstrom": [[1.34834, -1.85294, -0.36219], [1.93221, -1.03149, -0.17263], [1.26088, 0.00873, 0.00686], [-0.15940, 0.17964, 0.01050], [-0.63064, 1.50072, -0.07724], [-1.78022, 1.85088, -0.05401], [-0.98046, -0.92560, 0.16673], [-2.56051, -1.07582, -0.10583], [1.77557, 0.93869, 0.18893], [0.20419, 2.21896, -0.14051], [-0.40998, -1.81178, 0.53938]], "atomic_forces_ev_per_a": [[0.23, 0.16, 0.01], [-0.22, -0.54, -0.09], [-0.38, 0.26, 0.06], [0.20, -0.16, -0.04], [-0.64, 0.50, 0.13], [0.76, -0.34, -0.05], [0.09, -0.97, 0.23], [0.20, 0.08, 0.02], [0.14, 0.30, 0.02], [-0.01, -0.10, -0.04], [-0.36, 0.81, -0.27]], "mulliken_charge": [0.221, -0.603, 0.292, 0.101, 0.108, -0.440, -0.229, -0.209, 0.283, 0.248, 0.227], "molar_mass_g_mol": 116.1, "largest_force_ha_per_bohr": 0.0195, "smiles": "[H]/N=C\\N(C=O)C=S", "homo_energy_ev": -8.969}

=====

# 2
{"formula": "C3H4N2OS", "method": "the ωB97M-V functional and the def2-TZVPD basis", "elements": ["H", "N", "C", "N", "C", "O", "H", "C", "S", "H", "H"], "positions_angstrom": [[1.35216, -1.89961, -0.90778], [0.56217, -1.26808, -0.83830], [-0.34853, -1.56554, -0.01792], [-1.42500, -0.76145, 0.15188], [-1.91986, 0.27580, -0.20334], [-2.64461, 1.14579, -0.41754], [-0.40193, -2.44141, 0.63400], [0.13036, 1.81399, 0.06961], [1.44402, 0.93137, -0.24452], [-0.30383, 2.44163, -0.69508], [-0.28367, 1.89999, 1.06497]], "atomic_forces_ev_per_a": [[-0.18, -0.28, 0.34], [-0.12, -0.29, -0.60], [0.59, -0.74, -0.03], [-0.42, -0.15, 0.38], [-0.44, -0.61, 0.21], [-0.37, 0.93, -0.43], [0.28, 0.06, -0.13], [1.23, 0.20, -0.06], [-0.27, 0.92, 0.28], [-0.19, 0.04, -0.10], [-0.11, -0.09, 0.14]], "mulliken_charge": [0.222, -0.598, 0.165, -0.373, 0.689, -0.390, 0.363, -0.661, -0.109, 0.321, 0.370], "molar_mass_g_mol": 116.1, "largest_force_ha_per_bohr": 0.0243, "smiles": "[H]/N=C/N=C=O.C=S", "homo_energy_ev": -8.617}

=====

# 3
{"formula": "C3H4N2OS", "method": "the ωB97M-V functional and the def2-TZVPD basis", "elements": ["N", "C", "C", "O", "N", "C", "S", "H", "H", "H", "H"], "positions_angstrom": [[0.19255, 1.81144, -0.16513], [0.31765, 0.41331, -0.05363], [1.48530, -0.34743, -0.18966], [1.10392, -1.72289, -0.05387], [-0.22474, -1.87748, -0.07627], [-0.71713, -0.70430, -0.01151], [-2.61755, -0.31612, -0.12738], [-0.34745, 2.45381, 0.52547], [0.98537, 2.26688, 0.02834], [2.70619, -0.40907, -0.05476], [-2.88412, -1.56814, 0.17841]], "atomic_forces_ev_per_a": [[-4.48, 0.24, 0.95], [1.01, -2.42, -0.05], [0.65, -1.99, 1.99], [1.75, 1.21, -1.00], [-0.48, -0.01, 0.61], [-2.01, 3.96, -0.83], [3.05, -0.18, 0.17], [-0.27, -2.68, -1.31], [4.71, 1.36, -0.04], [-3.61, 1.13, -0.64], [-0.32, -0.62, 0.15]], "mulliken_charge": [-0.574, 0.423, -0.306, -0.145, -0.351, 0.201, -0.237, 0.262, 0.283, 0.283, 0.161], "molar_mass_g_mol": 116.1, "largest_force_ha_per_bohr": 0.0952, "smiles": "Nc1conc1S", "homo_energy_ev": -8.924}